[1]
18
Properties=species:S:1:pos:R:3:forces:R:3 method="wB97M-V/def2-TZVPD" relative_energy_kj_mol=259.1 e_lumo_ev=0.72 e_homo_ev=-8.97 smiles=CNC(CO)CO orbital_gap_ev=9.69
C 1.645130 -1.120445 -1.467747 -0.5 -0.4 -3.1
N 1.019813 -1.056397 -0.202323 -3.1 -2.2 2.4
C 0.155195 0.103250 0.189378 1.1 -0.2 -0.2
C -0.271636 0.109658 1.640351 -0.2 -1.1 -0.2
O -0.668009 1.457783 1.800427 -1.4 0.5 2.1
C -1.072577 0.334326 -0.651943 0.0 2.2 -0.6
O -1.596129 1.724636 -0.573663 1.0 -1.3 -0.3
H 2.729745 -1.039815 -1.580253 0.2 -0.4 1.0
H 1.292769 -2.033393 -2.054171 0.7 1.0 0.8
H 1.353235 -0.309290 -2.127875 -0.5 0.5 -0.2
H 0.374174 -1.958626 -0.127129 1.9 2.6 0.1
H 0.662709 1.056430 0.155693 1.2 0.0 -0.6
H -1.011747 -0.701651 1.789065 -0.5 0.8 0.0
H 0.465473 -0.107140 2.374203 1.3 -0.3 0.3
H -1.222083 1.601466 2.606775 0.7 -0.4 -1.0
H -0.847371 0.148307 -1.692385 -0.1 -0.1 -0.3
H -1.838384 -0.289021 -0.304193 -1.3 -1.2 0.2
H -1.170308 2.079927 0.225782 -0.5 -0.1 -0.3

[2]
18
Properties=species:S:1:pos:R:3:forces:R:3 method="wB97M-V/def2-TZVPD" relative_energy_kj_mol=199.2 e_lumo_ev=0.77 e_homo_ev=-9.04 smiles="CC(=O)N(C)O.C" orbital_gap_ev=9.81
C 1.513731 1.179365 1.924576 0.0 0.0 0.0
C 0.769348 -0.090637 -1.484874 -0.3 -0.4 0.0
N 0.049651 -0.886588 -0.510995 -0.5 -0.3 0.6
O 0.754455 -2.062184 -0.156801 -0.5 0.5 -0.1
H 0.079082 -2.553212 0.360914 0.1 0.2 -0.1
H 0.343359 0.912813 -1.549953 0.1 -0.2 0.1
H 1.226522 0.877957 2.933957 0.0 0.0 -0.1
H 2.118541 2.087212 1.970503 -0.1 -0.1 0.0
H 2.094005 0.379941 1.458673 -0.1 0.1 0.1
H 0.695472 -0.579158 -2.460163 0.2 0.1 -0.1
H 1.819442 -0.023136 -1.187337 -0.2 0.0 0.0
C -2.096416 0.294526 -0.655928 -0.1 0.1 -0.2
C -1.280591 -0.874642 -0.177516 0.3 -0.4 0.1
O -1.772539 -1.769408 0.514569 0.7 0.3 -0.4
H 0.615428 1.373429 1.334991 0.1 -0.1 0.1
H -3.159506 0.066000 -0.533946 0.3 0.0 0.1
H -1.851767 1.180147 -0.064073 0.0 0.0 -0.2
H -1.918217 0.487576 -1.716600 0.0 0.2 0.1

[3]
18
Properties=species:S:1:pos:R:3:forces:R:3 method="wB97M-V/def2-TZVPD" relative_energy_kj_mol=150.1 e_lumo_ev=0.92 e_homo_ev=-9.31 smiles=OCCCNCO orbital_gap_ev=10.23
C -0.235733 0.894517 0.503341 0.0 -0.2 -0.2
C 1.277775 0.875101 0.355899 -0.5 1.2 -0.6
C 1.866481 -0.494029 0.646981 1.0 0.5 -1.0
O 2.841127 -0.903114 -0.332927 -0.2 0.0 0.0
N -0.840598 0.069962 -0.533204 -0.2 -0.4 0.0
C -2.263748 -0.165572 -0.440284 0.2 -0.4 -0.1
O -2.625288 -1.431426 -0.976987 0.1 0.0 0.0
H -0.500135 0.455317 1.469417 -0.2 0.1 0.0
H -0.588599 1.928904 0.476527 -0.1 0.1 0.1
H 1.660226 1.720793 0.929782 0.3 -0.4 0.6
H 1.500281 1.244402 -0.657050 0.1 -0.6 -0.1
H 2.448283 -0.465186 1.561225 -0.3 -0.3 0.4
H 1.052198 -1.201822 0.640580 -0.2 -0.4 0.5
H 2.387330 -1.239053 -1.115016 0.0 0.1 0.2
H -0.586569 0.367125 -1.468538 0.1 0.1 0.2
H -2.552897 -0.106613 0.618309 0.0 0.1 -0.2
H -2.832847 0.547951 -1.037046 -0.2 0.1 0.1
H -2.007287 -2.097259 -0.641008 -0.1 0.3 0.0

[4]
18
Properties=species:S:1:pos:R:3:forces:R:3 method="wB97M-V/def2-TZVPD" relative_energy_kj_mol=316.8 e_lumo_ev=0.70 e_homo_ev=-8.65 smiles="C=NC(=C)C.O.O" orbital_gap_ev=9.36
C 1.791709 -1.256181 -2.643862 0.5 2.7 0.9
C 0.388855 -0.780919 -2.185005 -0.6 0.1 -0.5
C -0.668806 -1.617644 -2.233259 0.5 0.8 0.0
C 0.920906 1.303834 -1.094798 -1.2 -0.8 1.7
N 0.267348 0.648143 -1.971071 1.3 0.0 0.6
H 2.269088 -1.836807 -1.822522 -0.3 0.3 -0.7
H 1.856121 -1.768123 -3.593009 -0.3 -0.3 -0.1
H 2.379156 -0.271141 -2.762704 -0.5 -1.7 0.1
H -1.660371 -1.539029 -1.780541 0.4 0.7 -0.3
H -0.550986 -2.412254 -2.935168 0.2 -1.1 0.3
H 0.848408 2.388977 -0.939518 -0.2 -0.2 -1.0
H 1.336415 0.872456 -0.148842 0.3 -0.4 -1.0
H -6.285072 1.159693 3.227713 0.0 0.0 0.0
H -5.669323 1.783845 1.989138 0.0 0.1 0.0
O -6.321318 1.947885 2.677350 0.1 -0.1 0.0
H 3.746875 0.250467 5.247546 0.1 -0.5 0.0
H 2.532113 1.025798 5.498508 -0.4 -0.3 0.1
O 2.818881 0.101001 5.470043 0.4 0.8 -0.1

[5]
18
Properties=species:S:1:pos:R:3:forces:R:3 method="wB97M-V/def2-TZVPD" relative_energy_kj_mol=173.1 e_lumo_ev=0.70 e_homo_ev=-9.49 smiles="NCCCC=O.O" orbital_gap_ev=10.19
O 2.059415 1.287156 -1.888781 0.1 0.4 0.1
C 0.910092 1.023754 -1.647781 0.2 -0.5 0.1
C 0.182227 1.489444 -0.412444 -0.7 0.3 0.8
C -0.297301 0.284705 0.463853 1.2 0.6 0.6
C -1.601716 0.528729 1.284121 0.9 1.5 -1.5
N -2.757433 -0.053941 0.616616 -0.1 0.4 0.7
H 0.442342 0.259363 -2.303159 -0.5 0.2 0.1
H 0.865483 2.120463 0.153154 0.3 -0.1 0.0
H -0.669895 2.174125 -0.546032 0.0 -0.4 -0.8
H 0.546050 0.149061 1.165500 -0.3 -0.6 -0.3
H -0.387342 -0.574121 -0.207072 -0.1 -0.2 0.4
H -1.490149 0.296822 2.337887 -0.2 -0.6 0.0
H -1.686641 1.645413 1.255523 -0.4 -0.7 0.2
H -2.651467 0.163477 -0.364453 -0.3 -0.3 -0.2
H -2.788243 -1.055209 0.746862 0.1 -0.1 -0.2
H 3.020259 -2.543866 0.118519 0.1 0.6 0.0
H 3.325716 -3.703801 -0.822776 0.0 0.1 0.1
O 2.978604 -3.491574 0.050464 0.0 -0.6 -0.1

[6]
18
Properties=species:S:1:pos:R:3:forces:R:3 method="wB97M-V/def2-TZVPD" relative_energy_kj_mol=261.6 e_lumo_ev=0.66 e_homo_ev=-9.01 smiles="C=NC(=C)C.O.O" orbital_gap_ev=9.67
C 0.218607 2.018371 -2.343703 -1.4 -0.9 1.4
C -1.087086 2.563960 -1.765416 0.4 2.8 -1.2
C -1.616925 3.703457 -2.259236 0.1 -0.9 0.6
C -2.674018 2.063573 -0.134618 1.2 1.7 0.3
N -1.459467 2.083310 -0.505280 0.2 -2.1 0.1
H 0.080129 0.934814 -2.414621 0.6 0.0 -0.3
H 0.579508 2.480677 -3.250542 -0.3 0.1 -0.2
H 0.891484 2.226013 -1.509628 0.4 -0.2 -0.3
H -2.235223 4.287657 -1.590972 -0.4 0.1 -0.4
H -1.409873 4.061239 -3.257118 0.3 0.2 0.1
H -2.890529 1.596418 0.819837 -0.3 0.1 0.0
H -3.338623 2.814513 -0.583693 -0.7 -1.0 -0.3
H 1.794873 -5.556189 3.267674 0.0 0.2 -0.1
H 0.636917 -5.547110 4.238587 -0.1 0.3 -0.1
O 1.039352 -5.014057 3.540280 0.1 -0.5 0.3
H 4.450969 -5.135054 2.962695 0.2 -0.3 0.1
H 3.326768 -4.351641 2.404174 -0.5 0.6 -0.2
O 3.693130 -5.229947 2.381577 0.2 -0.3 0.1

[7]
18
Properties=species:S:1:pos:R:3:forces:R:3 method="wB97M-V/def2-TZVPD" relative_energy_kj_mol=407.3 e_lumo_ev=0.71 e_homo_ev=-8.89 orbital_gap_ev=9.60
C 1.494394 1.832056 0.003773 -0.6 0.1 0.4
C 0.843793 -1.299085 0.507214 0.3 0.3 -0.3
C -0.278266 -0.855841 -0.385308 -3.1 -2.6 0.9
O 0.238621 1.247893 -0.345043 -1.8 0.5 2.1
N -0.515884 -1.373569 -1.533643 -0.8 0.7 1.6
H -0.018961 -2.250749 -1.685903 0.9 0.7 -0.4
H 1.837743 1.486193 0.981594 0.1 -0.1 -0.1
H 2.216110 1.548605 -0.763820 -0.1 0.0 0.1
H 1.386165 2.916505 0.046197 0.2 0.1 -0.1
H 0.869463 -2.389195 0.555289 -0.2 0.0 0.4
H 1.785090 -1.027827 0.020366 0.0 0.2 0.2
H 0.784800 -0.815017 1.482575 0.2 -0.3 0.1
C -1.790539 -0.296915 0.420349 1.6 -0.9 -2.2
O -2.508703 0.360119 -0.596580 0.8 0.4 -0.2
H -1.794785 0.702538 -1.186326 -1.1 -0.3 0.2
H -1.798441 0.301309 1.343155 0.8 0.2 0.0
H -2.289274 -1.235013 0.689088 0.2 0.0 -0.2
H -0.461324 1.147993 0.447025 2.9 0.9 -2.3

[8]
18
Properties=species:S:1:pos:R:3:forces:R:3 method="wB97M-V/def2-TZVPD" relative_energy_kj_mol=546.4 e_lumo_ev="0.75 / 0.75" e_homo_ev="-8.09 / -8.09" orbital_gap_ev="8.83 / 8.83"
C 0.035589 -0.740392 0.801804 -4.2 1.9 -2.6
C 2.883227 0.235923 -0.044353 -0.4 0.4 -0.6
C -2.131815 -0.861014 -0.549867 0.3 0.3 0.2
C -1.186284 1.337191 -0.034413 0.2 -0.5 0.1
N -1.213500 -0.079716 0.248384 -0.3 -0.8 2.2
O 0.607723 -0.729296 -0.458425 5.1 -0.2 2.1
O 2.121114 -0.907952 0.197372 -0.8 -0.8 -1.3
H -0.221487 -1.746661 1.138849 0.3 0.1 0.3
H 0.471223 -0.071624 1.546876 0.2 -0.3 -0.2
H 3.160135 0.309323 -1.103504 0.0 0.1 0.1
H 3.795684 0.152609 0.556277 -0.2 -0.2 0.0
H 2.360500 1.161691 0.247961 0.0 -0.2 0.0
H -2.058976 -1.910772 -0.273142 -0.1 0.0 0.0
H -2.170434 1.760846 0.177029 0.0 0.1 -0.1
H -3.148483 -0.507726 -0.364196 -0.1 -0.1 -0.1
H -1.916255 -0.768131 -1.619803 -0.1 -0.1 -0.1
H -0.460045 1.826187 0.613714 0.0 0.0 0.0
H -0.927915 1.539514 -1.080565 0.0 0.1 0.0

[9]
18
Properties=species:S:1:pos:R:3:forces:R:3 method="wB97M-V/def2-TZVPD" relative_energy_kj_mol=185.5 e_lumo_ev=0.72 e_homo_ev=-9.52 smiles="CCN(C)C=O.O" orbital_gap_ev=10.23
C 0.145239 0.705971 -0.926031 -0.6 0.2 -2.9
N -0.449939 0.011641 0.054497 2.1 0.6 0.2
C -1.631314 -0.743359 -0.037074 -2.8 -2.4 -0.2
C -1.814468 -1.632182 -1.346338 2.6 1.7 1.4
C 0.396906 -0.226764 1.129851 1.1 -0.7 4.6
O 1.322117 0.995882 -1.174373 -1.7 -0.3 1.4
H -0.674893 0.932803 -1.622286 0.3 0.5 -0.7
H -2.602431 -0.236007 0.076442 0.6 0.8 -0.1
H -1.701230 -1.432395 0.860759 0.5 0.7 -1.0
H -1.039854 -2.399044 -1.340065 -0.3 -0.4 0.2
H -2.802671 -2.040421 -1.235758 -0.4 -0.1 -1.0
H -1.451691 -0.984219 -2.182767 -1.5 -0.6 0.1
H 1.443563 0.093655 0.920836 -0.9 -0.4 0.1
H 0.039379 0.330691 2.080915 0.6 -0.4 -1.4
H 0.342122 -1.290577 1.506692 0.4 0.8 -0.8
H 2.762370 2.979443 1.040424 0.0 -0.2 -0.3
H 4.089088 2.146272 0.783569 -1.3 1.4 1.2
O 3.627707 2.788610 1.410706 1.2 -1.2 -0.9

[10]
18
Properties=species:S:1:pos:R:3:forces:R:3 method="wB97M-V/def2-TZVPD" relative_energy_kj_mol=322.4 e_lumo_ev=0.80 e_homo_ev=-8.30 smiles=C[C@@H](O)CN(C)O orbital_gap_ev=9.10
C -0.732236 0.760523 0.148881 -4.2 1.2 -0.1
C -0.867272 -0.720253 -0.134766 2.9 1.0 0.6
C 1.368491 -1.004363 1.135597 -0.2 0.1 -0.4
C 0.015540 1.648825 -0.818711 0.0 0.0 -0.4
N 0.513452 -1.258397 -0.008537 -0.4 -2.0 -0.5
O 1.277207 -1.132166 -1.218937 -0.5 -0.3 0.3
O -2.231641 1.213072 0.023214 1.6 0.1 0.2
H 1.242526 -2.037777 -1.580202 0.1 0.6 0.2
H -2.759260 0.803093 0.728390 0.5 0.1 -0.2
H -0.491819 0.995922 1.187825 0.3 -0.3 -0.1
H -1.487782 -1.199313 0.628002 0.0 0.0 -0.2
H -1.258596 -0.900988 -1.140801 0.2 0.0 0.3
H 0.777005 -0.941052 2.052997 -0.1 0.0 -0.2
H 2.076798 -1.831183 1.252863 -0.1 0.1 0.0
H 1.944224 -0.083816 1.005447 0.0 0.2 0.2
H -0.365369 1.495052 -1.832322 0.0 0.0 0.1
H -0.115228 2.710069 -0.583392 -0.2 -0.2 0.2
H 1.093960 1.482753 -0.845550 -0.1 -0.3 0.1